{"formula": "C13H13Cl6NO2", "method": "ωB97M-V with the def2-TZVPD basis set", "homo_lumo_gap_ev": 2.471, "homo_energy_ev": -6.587, "e_tot_ha": -3469.32851, "lumo_ev": -4.12, "symbols": ["Cl", "C", "Cl", "C", "O", "C", "Cl", "C", "Cl", "C", "Cl", "C", "Cl", "C", "C", "C", "N", "C", "C", "O", "C", "C", "H", "H", "H", "H", "H", "H", "H", "H", "H", "H", "H", "H", "H"], "coordinates": [[0.542, 3.087, 1.649], [4.617, 3.897, -0.860], [5.733, 2.595, -0.953], [3.436, 3.880, -1.765], [3.017, 2.834, -2.284], [2.671, 5.138, -1.857], [1.529, 5.263, -3.109], [2.867, 6.138, -0.923], [1.894, 7.551, -0.973], [3.741, 5.924, 0.177], [3.889, 7.098, 1.390], [4.514, 4.738, 0.244], [5.298, 4.321, 1.710], [3.223, -0.679, 2.079], [1.890, -0.027, 2.004], [0.818, -0.745, 1.599], [-0.465, -0.270, 1.606], [-1.529, -1.201, 1.196], [-2.813, -0.433, 0.908], [-3.104, 0.541, 1.923], [-2.082, 1.521, 1.994], [-0.724, 0.915, 2.308], [4.029, 0.046, 2.187], [3.286, -1.379, 2.920], [3.374, -1.249, 1.153], [1.856, 1.036, 2.227], [0.947, -1.756, 1.199], [-1.199, -1.753, 0.304], [-1.744, -1.934, 1.993], [-2.718, 0.023, -0.102], [-3.682, -1.104, 0.968], [-1.973, 2.102, 1.058], [-2.358, 2.187, 2.818], [-0.573, 0.853, 3.399], [0.059, 1.697, 1.943]], "atomic_forces_ev_per_a": [[1.19, 2.36, -0.69], [-1.14, 0.04, 0.54], [-0.49, 0.32, 0.13], [-0.38, -0.96, -0.22], [0.87, 1.14, 0.22], [0.71, 0.32, 0.48], [-0.01, -0.06, 0.09], [-0.26, -0.68, -0.16], [0.11, 0.13, -0.02], [-0.37, -0.43, -0.29], [-0.02, 0.08, 0.14], [0.40, -0.29, -0.77], [0.38, 0.18, 0.01], [0.31, -0.24, -0.30], [0.06, -0.10, -0.03], [0.20, 0.21, 0.02], [0.09, -0.47, 0.32], [-0.39, 0.23, -0.02], [-0.43, 0.28, 0.09], [0.55, -0.35, -0.73], [0.12, 0.11, 0.07], [-1.98, -1.96, 0.55], [-0.07, -0.06, -0.08], [0.01, 0.09, -0.09], [0.26, -0.02, 0.23], [-0.27, -0.32, 0.16], [-0.11, 0.28, 0.29], [-0.13, 0.21, 0.24], [0.40, 0.29, -0.02], [-0.31, 0.04, 0.57], [0.41, 0.08, -0.43], [-0.40, -0.23, 0.25], [0.06, 0.02, -0.36], [0.54, -0.10, -0.32], [0.11, -0.12, 0.11]]}